a) The following is a quantum chemistry calculation of one molecule with the formula C3H5NO3, from the OMol25 dataset.

## Properties
HOMO energy ... -0.369 Eh

Cartesian coordinates (Å):
1 H -0.50922 -1.78787 -0.31999
2 H -1.35090 -0.18740 1.68188
3 N 1.66250 0.39777 -0.17578
4 O -0.82610 1.88308 -0.08957
5 O 0.47074 -0.18571 -0.28856
6 C 2.59719 -0.47950 0.33143
7 H -2.83362 -0.06888 0.13372
8 C -0.55683 0.67388 -0.06349
9 H 1.90773 -1.58049 0.30192
10 O -1.49003 -1.53941 -0.29047
11 C -1.66970 -0.23044 0.50062
12 H 3.68775 -0.20705 0.17043

Löwdin charges in e:
1. H 0.085
2. H 0.171
3. N -0.029
4. O 0.101
5. O -0.133
6. C 0.052
7. H 0.186
8. C -0.441
9. H 0.160
10. O -0.155
11. C -0.080
12. H 0.085

=====

b) The following is a quantum chemistry calculation of C3H5NO3 as an isolated structure, from the OMol25 dataset.

## Properties
HOMO energy ... -0.384 Eh

Cartesian coordinates (Å):
1 C -3.57688 -0.09064 0.15429
2 H 1.54864 -0.40543 -0.14078
3 H 0.72922 0.44791 1.14330
4 C 0.51823 -0.24982 0.36437
5 H -0.51181 1.57808 -0.37960
6 H 0.11010 -1.22857 0.86608
7 O -2.89916 1.08197 0.11096
8 O -2.46948 -0.86228 0.48016
9 O -4.63236 -0.30055 -0.34386
10 H -0.74238 0.04969 -1.41307
11 C -0.61839 0.41828 -0.35176
12 N -1.67737 0.31489 0.55253

Löwdin charges in e:
1. C -0.525
2. H 0.110
3. H 0.054
4. C -0.095
5. H 0.167
6. H 0.118
7. O 0.109
8. O 0.088
9. O 0.181
10. H 0.143
11. C -0.276
12. N -0.074

=====

c) The following is a quantum chemistry calculation of one molecule with the formula C3H5NO3, from the OMol25 dataset.

## Properties
HOMO energy ... -0.368 Eh

Cartesian coordinates (Å):
1 H 0.88266 -0.99511 0.96993
2 O 0.38281 -0.47601 -2.24238
3 C -0.93736 0.90012 1.70078
4 H -0.71492 1.17517 -0.55611
5 C -0.16601 0.82766 0.36670
6 O -0.68873 0.31596 2.70731
7 H -1.69131 1.65388 1.71767
8 N 0.34009 -0.49498 0.10667
9 C 0.51913 -1.18112 -1.03003
10 H 0.63894 1.68379 0.33457
11 H 0.47270 -1.11824 -2.98831
12 O 0.96200 -2.29112 -1.08679

Löwdin charges in e:
1. H 0.234
2. O 0.052
3. C -0.246
4. H 0.132
5. C -0.154
6. O 0.078
7. H 0.102
8. N 0.049
9. C -0.613
10. H 0.157
11. H 0.129
12. O 0.080

=====

It is c) that is most stable; the runner-up trails by 322.8 kJ/mol.

=====

a) The following is a quantum chemistry calculation of a 10-piece molecular cluster, H19O10 overall, from the OMol25 dataset.

## Properties
Total charge ... -1
HOMO energy ... -0.235 Eh

Cartesian coordinates (Å):
1 H -0.29700 -3.45329 1.23326
2 O 2.43022 -0.62876 -1.99352
3 H -3.45300 -0.05474 2.23055
4 O 0.98209 3.19602 -2.88150
5 H 0.57995 1.11392 0.70605
6 H 0.72793 3.29207 -1.94036
7 H 1.87659 -0.25189 -1.19644
8 H -1.22518 3.44172 0.70613
9 O -3.32782 -0.81613 2.80973
10 H 0.78258 1.64502 -0.63406
11 O 0.29813 -1.32361 0.67487
12 H 1.00913 -0.67196 0.87753
13 H -2.86350 -1.56792 2.39005
14 H -0.87333 0.01066 -2.25252
15 H 2.84316 -2.55857 1.87907
16 H -1.02913 2.39164 -0.46940
17 O -1.10280 -4.01356 1.10316
18 H 1.08787 2.22979 -2.71717
19 O 0.66694 1.22837 1.69680
20 H -2.33312 0.61397 -2.50315
21 H 0.04359 -0.87738 -0.20620
22 H 2.39684 -1.53747 -1.77370
23 O -1.76725 -0.23447 -2.49371
24 H -0.03207 1.07339 2.30751
25 H -1.69943 -3.19060 1.07603
26 O 0.00428 1.22930 -0.97554
27 H 2.92079 -1.22042 1.39310
28 O -1.55927 3.08622 -0.07458
29 O 2.91283 -2.15130 1.02802

Löwdin charges in e:
1. H 0.016
2. O -0.087
3. H 0.039
4. O -0.107
5. H -0.010
6. H 0.013
7. H 0.049
8. H -0.024
9. O -0.074
10. H -0.069
11. O -0.123
12. H -0.007
13. H 0.031
14. H -0.033
15. H 0.018
16. H -0.066
17. O -0.119
18. H 0.021
19. O -0.097
20. H 0.076
21. H 0.057
22. H -0.009
23. O -0.118
24. H 0.022
25. H 0.050
26. O -0.378
27. H 0.067
28. O -0.072
29. O -0.065

=====

b) The following is a quantum chemistry calculation of a 10-piece molecular cluster, H19O10 overall, from the OMol25 dataset.

## Properties
Total charge ... -1
HOMO energy ... -0.261 Eh

Cartesian coordinates (Å):
1 H 3.11005 1.07050 -0.78594
2 H -3.11200 -0.75609 1.74421
3 O -1.65241 3.66938 0.46325
4 H -1.98416 -0.15073 -0.06188
5 O -1.23496 0.44899 -0.18635
6 O 3.95093 0.93311 -0.34318
7 H -1.16356 4.03725 -0.28456
8 H -3.43719 0.19474 0.58549
9 H -2.77172 -2.68948 0.52648
10 H -1.05730 0.68903 -1.86920
11 H 0.76915 -1.02974 1.17156
12 O -3.63421 0.02509 1.50980
13 H 0.44616 2.33107 -0.17906
14 H 1.46911 -1.53814 -0.89284
15 H 0.83082 3.48399 0.51431
16 H 0.20228 0.50353 -2.24395
17 O -2.08544 -2.44769 -0.11544
18 H -1.59215 2.74524 0.17230
19 H -0.61579 -0.50156 0.04502
20 H 2.01548 -0.56326 -0.07626
21 O 2.34097 -0.99344 -0.87687
22 O 0.30504 -1.43302 0.43720
23 O 1.25227 2.88142 -0.11290
24 H 4.15494 0.06748 -0.00394
25 H 1.15619 -3.03666 0.65305
26 O -0.54071 0.95638 -2.69159
27 O 1.68833 -3.64103 1.20776
28 H -1.22588 -2.22244 0.31040
29 H 2.41574 -3.03392 1.38314

Löwdin charges in e:
1. H 0.007
2. H 0.028
3. O -0.067
4. H -0.026
5. O -0.208
6. O -0.079
7. H 0.034
8. H 0.012
9. H 0.036
10. H -0.006
11. H 0.024
12. O -0.058
13. H 0.009
14. H 0.065
15. H 0.024
16. H 0.011
17. O -0.086
18. H 0.007
19. H 0.035
20. H -0.001
21. O -0.138
22. O -0.340
23. O -0.062
24. H 0.011
25. H -0.015
26. O -0.133
27. O -0.096
28. H -0.004
29. H 0.017

=====

c) The following is a quantum chemistry calculation of a 10-piece molecular cluster, H19O10 overall, from the OMol25 dataset.

## Properties
Total charge ... -1
HOMO energy ... -0.216 Eh

Cartesian coordinates (Å):
1 H -3.16252 2.73925 0.96399
2 H 0.76209 -0.25855 3.73309
3 H -0.21294 0.64034 2.05296
4 H -2.49549 -0.20323 -2.84215
5 H 0.30467 0.81195 0.44772
6 O 2.56322 1.66325 2.30245
7 H 1.81135 2.26216 2.23967
8 H -0.17070 0.00871 -3.48550
9 H -3.02506 -0.07576 1.97010
10 O 0.48985 0.41102 -0.83107
11 H 0.86448 1.27940 -1.00409
12 H -0.40452 -1.25825 3.35022
13 O -2.75203 -0.98724 1.86357
14 H 0.76130 -0.93321 -0.84668
15 H 1.06673 0.11610 -4.29616
16 O 0.51592 -1.18079 3.62009
17 O -2.73753 2.06999 1.49823
18 H 1.36994 -2.20223 -0.24560
19 H -3.21642 -1.58098 2.45941
20 O 0.62085 -1.99728 -0.81894
21 H 1.95817 -1.91938 -2.22107
22 O 0.25615 0.62609 -4.13382
23 O 0.25128 1.26349 1.48779
24 H -1.20113 -0.93148 -2.14875
25 O 2.78407 -2.18842 -2.69345
26 O -1.67627 -0.68908 -2.95682
27 H 3.23726 2.01716 1.70898
28 H -1.83813 1.89541 1.19944
29 H 3.27541 -1.39845 -2.37361

Löwdin charges in e:
1. H 0.029
2. H 0.021
3. H -0.021
4. H 0.054
5. H 0.003
6. O -0.093
7. H 0.006
8. H -0.014
9. H -0.004
10. O -0.280
11. H 0.006
12. H 0.013
13. O -0.049
14. H -0.040
15. H 0.020
16. O -0.060
17. O -0.062
18. H 0.021
19. H 0.029
20. O -0.178
21. H -0.008
22. O -0.115
23. O -0.214
24. H 0.034
25. O -0.113
26. O -0.057
27. H 0.024
28. H 0.008
29. H 0.038

=====

d) The following is a quantum chemistry calculation of H19O10 as an isolated structure, from the OMol25 dataset.

## Properties
Total charge ... -1
HOMO energy ... -0.225 Eh

Cartesian coordinates (Å):
1 H 3.73412 0.45646 -2.16361
2 H 0.79466 -2.33060 3.60942
3 H 0.64407 -1.40366 0.54799
4 O 3.31014 0.64392 -1.27684
5 H -0.73624 1.39681 -2.56903
6 O 0.19124 -0.83385 1.18679
7 H 1.35718 -1.58560 -2.29620
8 H -1.60962 -3.00361 -0.17571
9 O -2.93406 2.07829 -0.35272
10 H 2.25363 3.29971 1.02796
11 H -2.76616 -0.92950 -1.09606
12 H -0.75631 1.85567 0.08238
13 O 1.18853 -1.03331 -1.56704
14 H -2.28179 2.55531 -0.82440
15 H -0.84184 -3.26561 1.08865
16 H -0.77332 -0.97376 0.78770
17 H 0.42064 -0.59492 -1.97691
18 O 0.17374 1.76493 0.17474
19 H 1.29397 2.64494 2.23486
20 O -0.72567 0.40629 -2.72366
21 H -0.14025 -1.42800 2.72986
22 H 2.47520 0.16375 -1.06930
23 H -2.93862 1.14146 -0.52835
24 O -0.11318 -2.16930 3.33422
25 O -2.07425 -0.30416 -0.74545
26 O -0.90375 -3.63740 0.21709
27 H -1.64022 0.07237 -1.88859
28 H 0.32972 1.00025 0.73389
29 O 2.02487 3.23287 1.97620

Löwdin charges in e:
1. H 0.048
2. H 0.031
3. H 0.042
4. O -0.130
5. H 0.009
6. O -0.114
7. H 0.027
8. H 0.072
9. O -0.070
10. H 0.041
11. H 0.024
12. H -0.022
13. O -0.065
14. H -0.005
15. H -0.016
16. H 0.099
17. H -0.008
18. O -0.043
19. H 0.024
20. O -0.322
21. H -0.035
22. H -0.005
23. H -0.041
24. O -0.082
25. O -0.310
26. O -0.087
27. H 0.043
28. H -0.003
29. O -0.103

=====

It is d) that is most stable; the runner-up trails by 14.9 kJ/mol.